Entry 1:
This record from the OMol25 dataset describes C15H31ClO4P2Sn as an isolated structure. The level of theory is ωB97M-V/def2-TZVPD.

Structure (XYZ):
```
54
Properties=species:S:1:pos:R:3:forces:R:3
P -0.17686 0.17393 2.22276 -3.45 -0.84 -1.96
P -2.28693 -0.65905 -0.35642 1.25 0.85 3.35
C 0.37007 -0.09367 0.49967 0.92 0.18 0.25
C -0.68353 0.21511 -0.57029 -0.30 -0.09 -0.61
H 0.70926 -1.13787 0.42845 -0.05 0.28 0.02
H 1.25243 0.55357 0.38721 -0.03 -0.22 -0.55
H -0.91183 1.29036 -0.60154 0.04 -0.28 -0.01
H -0.33680 -0.08516 -1.57067 0.39 0.27 0.17
C -2.09406 -2.31605 -0.93288 -0.03 -0.63 -1.30
H -3.06938 -2.81867 -0.89665 0.26 0.04 0.01
H -1.36654 -2.90256 -0.35925 -0.24 0.41 0.00
H -1.76262 -2.22192 -1.97494 -0.06 -0.50 -0.10
C -3.52601 0.17398 -1.24353 -0.67 0.39 -1.70
H -3.16731 0.20524 -2.27776 -0.55 0.23 -0.28
H -3.69523 1.18775 -0.86741 0.15 -0.32 0.01
H -4.45508 -0.40188 -1.18230 0.10 0.16 -0.06
C 0.85526 -0.71671 3.30296 1.71 -0.14 0.57
H 0.62534 -0.51375 4.35438 -0.03 -0.04 -0.27
H 1.85095 -0.33225 3.05526 0.40 -0.34 0.53
H 0.82044 -1.79363 3.10902 -0.15 0.30 0.00
C -0.12469 1.90034 2.57273 1.31 1.12 0.31
H -0.81610 2.49740 1.96496 0.15 -0.45 0.13
H 0.91044 2.20174 2.36410 -0.06 0.60 0.26
H -0.34907 2.06130 3.63536 0.02 0.00 -0.27
Sn -2.53841 -0.63613 2.09618 -0.27 -0.95 1.88
C 1.74558 1.01753 -3.82359 -0.40 -0.30 -0.06
C 1.83955 -0.31078 -3.69860 -0.30 0.27 -0.27
C 3.04376 -1.16936 -3.44400 0.33 -0.10 0.25
C 4.29362 -0.46621 -2.85738 0.08 -0.41 -0.33
C 4.02631 0.20081 -1.53704 -0.05 0.16 0.48
C 3.52796 1.41875 -1.29878 0.34 -0.27 0.25
C 3.11130 2.49141 -2.26150 -0.24 0.13 -0.32
C 2.83092 2.05257 -3.72077 0.19 0.50 0.08
C -2.68444 -0.64469 4.34607 -0.17 0.75 0.93
H 0.74461 1.43207 -4.01980 0.38 -0.26 0.11
H 0.91581 -0.88798 -3.83302 0.23 0.23 0.06
H 3.33658 -1.69415 -4.36940 -0.14 0.16 0.19
H 2.73574 -1.96442 -2.74426 0.10 0.16 -0.16
H 5.05659 -1.25121 -2.69901 -0.27 0.37 -0.09
H 4.71396 0.22537 -3.59649 -0.07 -0.23 0.27
H 4.27153 -0.42005 -0.66139 -0.16 0.33 -0.32
H 3.43283 1.71777 -0.24699 0.03 -0.16 -0.30
H 3.86216 3.29999 -2.27497 -0.15 -0.24 0.06
H 2.19434 2.95387 -1.85849 0.20 -0.08 -0.12
H 2.49917 2.95515 -4.26731 0.18 -0.39 0.18
H 3.76271 1.72949 -4.19892 -0.33 0.12 0.09
H -3.58434 -0.08654 4.65942 0.75 -0.42 -0.10
H -1.93322 -0.06041 4.79053 2.14 0.53 0.77
H -2.68810 -1.70250 4.63175 0.13 0.58 -0.02
O -4.83274 -1.90553 5.70855 -2.33 -0.19 0.17
Cl -5.67172 -1.40537 4.62185 8.37 3.67 -4.27
O -6.25989 -2.29338 3.72930 -3.89 -2.44 0.46
O -6.03606 -0.00524 4.70439 -2.16 -0.89 1.56
O -4.28826 -1.05838 3.06042 -3.56 -1.62 0.06
```
Positions in Å, forces in eV/Å.

Frontier orbital gap (alpha / beta) (eV): 5.293 / 4.405
Charge: 0
LUMO level (alpha / beta) (Eh): 0.006 / -0.008
Energy above the lowest of the compared OMol25 structures with the same formula, charge and spin (kcal per mole): 88.7
E_HOMO (alpha / beta) (eV): -5.139 / -4.633

***

Entry 2:
This record from the OMol25 dataset describes one molecule with the formula C15H31F3NO7P. The level of theory is ωB97M-V/def2-TZVPD.

Structure (XYZ):
```
58
Properties=species:S:1:pos:R:3:forces:R:3
C 5.97600 -3.04898 0.96849 -0.14 -0.53 0.72
O 6.65051 -2.29504 -0.12974 -2.56 0.42 1.03
C 5.73034 -1.23311 -0.63928 0.51 0.50 -0.32
C 5.72258 0.11201 0.32526 -0.75 -0.26 0.21
C 4.18306 0.70728 0.50701 0.13 -0.26 -0.92
C 4.13252 2.34612 0.49048 0.69 0.34 0.65
C 2.82799 2.98244 1.26838 -0.17 0.24 -0.25
C 1.57675 3.31703 0.23901 -0.58 -0.68 0.27
C 1.42315 2.14710 -0.94582 -0.23 0.94 0.83
C -0.04071 2.22242 -1.67863 0.46 0.09 -0.74
C -0.49335 0.78727 -2.40871 0.24 1.38 -1.00
C -2.11991 0.61081 -2.46140 -0.22 -1.22 -0.50
C -2.80083 0.22443 -0.98179 2.74 1.34 -1.96
O -1.66860 -0.05183 -0.08729 -1.99 -0.92 -0.60
O -3.69544 -0.89903 -1.24846 0.15 0.74 3.06
C -4.38728 -1.40640 -0.05571 -2.98 -0.88 -0.90
O -5.52274 -2.22240 -0.61493 1.45 2.17 -1.02
C -5.11701 -0.27557 0.87480 0.50 1.41 0.21
N -4.29486 0.29449 1.99831 -0.60 -0.57 -0.79
C -6.56364 -0.73822 1.52077 -1.32 1.05 1.72
F -7.71745 -0.57097 0.55977 3.81 -1.08 3.23
F -6.54344 -2.06129 2.18824 -0.41 4.37 -2.52
F -6.84642 0.26442 2.61578 0.44 -3.50 -3.52
P -3.36267 -2.71430 0.94175 4.19 -1.26 2.86
O -2.39727 -2.10178 2.02279 -3.81 -2.23 -3.63
O -2.33055 -3.49880 -0.27308 -3.83 1.74 0.26
O -4.36604 -4.01725 1.58497 1.45 2.64 -3.39
H 6.62476 -3.07887 1.96436 -1.18 0.34 -2.25
H 5.80207 -4.17702 0.67232 0.38 2.29 0.29
H 4.93188 -2.58188 1.23409 2.02 -0.83 -0.53
H 4.65783 -1.69283 -0.79911 2.01 1.00 0.43
H 6.15305 -0.90105 -1.68095 -0.79 -0.88 1.94
H 6.39292 0.96319 -0.12826 -1.20 -1.81 0.86
H 6.14740 -0.21205 1.36680 -0.71 0.75 -1.96
H 3.57497 0.33532 -0.43713 1.14 0.70 1.96
H 3.66728 0.22510 1.45148 1.06 1.15 -1.79
H 5.09195 2.78154 1.04887 -1.94 -1.10 -1.19
H 4.22303 2.70699 -0.63304 -0.29 -0.65 2.35
H 3.10453 3.99523 1.81784 -0.41 -2.13 -1.20
H 2.53010 2.22272 2.11447 0.36 1.44 -1.73
H 0.53135 3.33896 0.81368 2.35 -0.02 -1.01
H 1.72730 4.39155 -0.19930 -0.22 -2.10 0.57
H 2.31070 2.35265 -1.69202 -1.90 -0.85 1.29
H 1.52948 1.11416 -0.40171 -0.12 1.93 -1.19
H -0.86310 2.60461 -0.93129 1.64 -0.90 -1.35
H 0.05049 3.02475 -2.55648 -0.39 -1.61 1.97
H 0.09934 -0.13881 -2.00012 -1.44 1.83 -0.55
H -0.13850 0.91584 -3.54188 -0.84 -0.48 2.37
H -2.33442 -0.30825 -3.18979 0.31 1.95 1.54
H -2.66636 1.54674 -2.92682 1.27 -1.79 1.00
H -3.31120 1.21453 -0.62207 0.66 -2.25 -0.13
H -1.32100 -0.98677 -0.18131 -0.81 1.40 -0.06
H -5.85939 -1.66509 -1.39984 0.67 -1.24 1.66
H -5.37348 0.63667 0.14840 0.31 -2.12 1.45
H -4.17090 -0.35580 2.80363 0.18 0.68 -1.26
H -3.40594 0.74107 1.68946 -1.00 -1.04 0.32
H -2.87038 -3.48939 -1.14082 1.25 -0.08 1.70
H -4.79043 -4.40466 0.75558 0.44 0.48 1.50
```
Positions in Å, forces in eV/Å.

SMILES string: COCCCCCCCCCC[C@H](O)O[C@](O)([C@H](N)C(F)(F)F)P(=O)(O)O
Frontier orbital gap (eV): 9.614
Charge: 0
LUMO level (Eh): -0.001
E_HOMO (eV): -9.632

***

Entry 3:
This record from the OMol25 dataset describes C15H31FP2Pt as an isolated structure. The level of theory is ωB97M-V/def2-TZVPD.

Structure (XYZ):
```
50
Properties=species:S:1:pos:R:3:forces:R:3
P 0.16546 -2.10278 -2.33963 1.50 0.07 -5.60
P -0.63135 2.20484 -1.29320 0.60 0.95 -0.24
C 2.06150 0.51216 -4.09822 0.31 -1.64 1.01
C 1.92727 1.64382 -3.32653 2.19 -0.47 -2.27
H 1.19956 0.09347 -4.74775 2.07 1.53 -0.26
H 2.88015 -0.29008 -4.03407 -1.17 1.39 0.52
H 2.77524 1.99957 -2.68985 -0.98 -0.56 -0.37
H 1.35821 2.40630 -3.84892 -0.63 0.18 0.82
C -1.81075 3.24068 -2.13981 0.13 -0.20 -2.14
H -2.09590 4.04735 -1.47908 -0.62 0.08 0.10
H -2.59235 2.65940 -2.65158 -0.33 0.39 0.83
H -1.28176 3.70459 -3.01168 -0.28 -0.30 0.67
C 0.68514 3.49029 -1.14590 -0.69 -0.26 -1.08
H 0.35415 4.03520 -2.04787 0.94 0.07 0.25
H 1.69648 3.10087 -1.31236 -0.40 0.45 0.72
H 0.51182 4.21091 -0.34902 0.33 -0.37 0.40
C -0.68539 -3.51362 -3.09566 -1.78 0.63 0.26
H -0.66215 -4.37939 -2.44929 0.19 -0.33 0.13
H -0.17604 -3.69377 -4.04676 -0.10 -0.05 0.41
H -1.71942 -3.30275 -3.33002 -0.37 -0.04 0.10
C 1.73293 -3.02786 -2.45339 1.84 1.02 0.56
H 2.62550 -2.35562 -2.44736 -0.62 -0.60 0.29
H 1.69368 -3.47920 -3.47722 -0.01 0.37 1.10
H 1.85292 -3.81897 -1.69058 -0.11 0.34 -0.34
Pt -0.14423 0.03308 -3.44747 -1.36 -0.81 -0.08
C 0.15742 1.37394 -6.10510 4.51 1.89 -2.06
C -1.03458 1.06705 -5.48656 -3.20 -0.23 1.11
C -2.13409 0.49747 -6.34533 -1.31 -0.31 0.56
C -1.78966 -0.92034 -6.78399 0.19 0.75 -0.13
C -0.98670 -1.56863 -5.71854 -0.66 -1.90 -0.42
C 0.34369 -1.72015 -5.78744 0.95 -0.67 -0.14
C 1.22180 -0.95348 -6.70256 1.01 0.59 -0.23
C 0.82150 0.47683 -7.11162 0.44 0.00 0.60
C -0.48308 -1.02816 -1.14836 -0.67 -0.64 4.40
H 0.82479 2.28987 -6.03522 -1.84 -0.58 0.31
H -1.47778 1.50270 -4.59915 0.32 0.91 0.31
H -2.41730 1.02923 -7.26206 0.38 0.59 0.35
H -3.05996 0.41835 -5.74479 0.41 0.29 -0.14
H -2.76044 -1.42891 -6.94210 0.88 -0.08 -0.26
H -1.14755 -0.84807 -7.66441 -0.70 -0.49 -0.23
H -1.59879 -2.26318 -5.16905 0.25 -0.06 0.77
H 0.93674 -2.49738 -5.25948 -0.92 0.52 -0.02
H 1.43392 -1.42148 -7.67301 -0.09 -0.67 0.37
H 2.21210 -0.89522 -6.18578 -0.58 -0.07 -0.66
H 1.80303 0.92862 -7.31427 -0.62 0.11 -0.65
H 0.16563 0.45484 -7.99620 0.54 0.15 -0.08
H 0.13518 -0.17310 -0.71370 -0.33 -1.79 -0.83
H -0.30583 -1.97776 -0.47901 -1.53 1.95 1.20
H -1.55870 -0.60820 -1.23217 1.56 -1.58 0.21
F -1.33647 2.14256 0.13633 0.35 -0.53 -0.14
```
Positions in Å, forces in eV/Å.

<S²>: 6.030
Frontier orbital gap (alpha / beta) (eV): 6.181 / 6.342
Spin multiplicity: 5
Charge: +2
LUMO level (alpha / beta) (Eh): -0.231 / -0.334
Energy above the lowest of the compared OMol25 structures with the same formula, charge and spin (kcal per mole): 56.2
E_HOMO (alpha / beta) (eV): -12.475 / -15.418

***

Entry 4:
This record from the OMol25 dataset describes C15H31IP2Pd as an isolated structure. The level of theory is ωB97M-V/def2-TZVPD.

Structure (XYZ):
```
50
Properties=species:S:1:pos:R:3:forces:R:3
P 1.21035 -1.99851 -0.40898 -3.27 -1.06 -4.17
P 0.79364 1.52228 -0.61821 -0.87 3.30 -2.31
C 0.33449 -0.93270 -1.75439 0.89 0.60 0.24
C 1.08230 0.34569 -1.99482 -0.03 -0.30 0.07
H -0.74199 -0.79578 -1.53062 0.65 0.12 0.29
H 0.33915 -1.52262 -2.68125 0.24 0.30 0.35
H 2.14473 0.12923 -2.08690 0.16 0.18 -0.14
H 0.70716 0.80525 -2.90722 0.37 0.19 -0.01
C -0.03562 2.75565 -1.80155 -0.13 0.07 0.07
H -0.56239 3.57645 -1.29835 0.48 -0.21 -0.16
H -0.74950 2.22367 -2.44280 0.02 0.18 0.18
H 0.73686 3.20717 -2.42868 -0.17 -0.28 -0.12
C 2.25412 2.64762 -0.44018 0.25 -0.52 0.51
H 2.31554 3.27608 -1.35325 0.23 -0.51 0.75
H 3.13912 1.99933 -0.32032 -0.07 0.63 0.09
H 2.09147 3.28891 0.44941 0.32 -0.32 -0.46
C -0.05234 -3.21877 -1.27722 0.18 -1.29 1.17
H -0.11598 -4.18672 -0.80547 -0.09 -0.31 0.15
H 0.32567 -3.33913 -2.30105 0.22 -0.15 0.56
H -1.05373 -2.78152 -1.38448 0.42 -0.14 0.55
C 2.74501 -2.51287 -1.27774 0.15 0.46 0.93
H 3.38154 -1.60106 -1.35743 0.18 -0.46 -0.57
H 2.53812 -2.95267 -2.24657 0.27 0.08 -0.19
H 3.24393 -3.21696 -0.60033 0.12 -0.26 -0.54
Pd 2.90388 -1.10604 0.75181 0.20 0.73 1.35
C -1.01858 2.12915 0.76711 1.81 -2.04 2.64
C -2.10699 2.12713 -0.07855 0.14 0.52 0.13
C -3.19392 1.18588 -0.24634 -2.47 0.08 1.98
C -3.91098 0.45984 1.04615 -1.63 3.40 -0.84
C -3.40834 -0.85637 1.12338 2.86 -4.02 -0.25
C -2.08978 -1.17151 1.03132 -0.12 -0.32 1.11
C -0.84992 -0.39345 1.51937 0.41 -0.79 -1.09
C -0.69553 1.06309 1.93579 -1.02 0.80 -0.83
C 2.68350 -1.66306 3.10048 -0.51 -2.06 -0.53
H -0.46236 3.05235 0.98184 -0.44 -0.06 -0.51
H -2.21690 2.97483 -0.75474 0.11 -0.08 0.46
H -3.02476 0.32047 -0.82027 0.82 -0.82 -1.20
H -3.95006 1.75105 -0.77406 -0.39 0.00 -0.14
H -3.86293 1.08795 1.95976 0.15 -0.34 -0.47
H -5.00290 0.37554 0.78984 1.01 0.48 0.20
H -4.07352 -1.73838 1.04367 0.16 0.81 -0.17
H -1.77715 -2.22084 0.78106 -0.63 0.90 0.61
H -0.07710 -0.42518 0.69513 -0.72 -0.23 0.60
H -0.41047 -1.07354 2.28957 -0.30 0.66 -0.26
H -1.22154 1.37239 2.84419 -0.29 -0.19 -0.15
H 0.37491 1.10051 2.20942 -0.47 0.60 -0.27
H 1.90785 -1.58830 3.81070 -1.02 0.20 0.51
H 3.65325 -1.59148 3.51273 1.34 -0.03 0.61
H 2.62672 -2.57297 2.53844 -0.06 -1.07 -0.15
I 3.13194 0.68297 2.81063 0.55 2.57 -0.57
```
Positions in Å, forces in eV/Å.

<S²>: 6.032
Frontier orbital gap (alpha / beta) (eV): 6.734 / 4.734
Spin multiplicity: 5
Charge: +2
LUMO level (alpha / beta) (Eh): -0.243 / -0.365
Energy above the lowest of the compared OMol25 structures with the same formula, charge and spin (kcal per mole): 83.5
E_HOMO (alpha / beta) (eV): -13.340 / -14.665

***

Q: charge of number 2 (C15H31F3NO7P)?
A: 0

***

Q: Number 2 is which compound?
A: C15H31F3NO7P

***

Q: Which value of charge does entry 4 give?
A: +2

***

Q: Which value of charge does entry 4 give?
A: +2